Formula: C12H14BCl3MnN6O2
Source: OMol25
Level of theory: ωB97M-V/def2-TZVPD

Output
Energy relative to the best compared isomer or geometry (same formula, charge and spin) = 3.281 eV
HOMO-LUMO gap (spin up / spin down) = 5.88 / 8.32 eV
LUMO energy (spin up / spin down) = 0.0029 / -0.0013 Eh
Multiplicity = 6

XYZ file:
```
39
C12H14BCl3MnN6O2 (ωB97M-V/def2-TZVPD)
H 3.459 -0.922 -1.180
N 1.479 -0.086 -1.121
B -0.851 0.773 -1.902
N 0.612 0.270 -2.131
C 1.178 0.026 -3.331
Mn -0.355 0.228 1.332
H 0.635 0.253 -4.238
C 2.459 -0.477 -3.124
H 3.184 -0.755 -3.862
C 2.604 -0.544 -1.725
H -1.349 1.085 -2.946
C -1.779 0.442 2.573
H -1.204 0.508 3.515
H -2.414 -0.451 2.590
H -2.372 1.347 2.415
N -0.816 1.952 -0.906
N -1.628 -0.414 -1.255
N -0.484 1.728 0.430
N -1.239 -0.835 0.008
C -1.113 3.249 -1.067
C -2.607 -1.218 -1.706
H -1.394 3.626 -2.042
H -3.049 -1.051 -2.677
C -0.942 3.912 0.149
C -2.870 -2.189 -0.736
C -0.516 2.948 1.061
C -1.991 -1.930 0.319
H -1.101 4.956 0.353
H -3.603 -2.975 -0.773
H -0.293 3.028 2.114
H -1.872 -2.408 1.283
H 2.185 -0.314 0.421
Cl 4.608 -2.235 2.640
C 2.868 -2.360 2.951
Cl 2.244 -3.956 2.451
Cl 2.493 -2.028 4.656
C 2.111 -1.324 2.062
O 2.811 -0.804 1.082
O 0.913 -1.057 2.317
```


Formula: C12H14BF16INO4
Source: OMol25
Level of theory: ωB97M-V/def2-TZVPD

Output
HOMO-LUMO gap = 4.90 eV
LUMO energy = 0.0697 Eh
Charge = -1

XYZ file:
```
49
C12H14BF16INO4 (ωB97M-V/def2-TZVPD)
C -1.996 0.973 -2.213
C -2.258 -0.354 -2.929
O -1.484 -0.524 -4.095
B -1.790 0.162 -5.289
O -3.073 0.795 -5.287
N -0.939 0.121 -6.420
I 0.695 1.246 -5.882
H -2.868 1.249 -1.612
H -1.815 1.799 -2.905
H -1.114 0.874 -1.574
H -1.952 -1.164 -2.250
H -3.330 -0.497 -3.103
H -2.917 1.732 -5.412
C 1.004 -1.262 -2.259
C 2.165 -2.199 -2.610
C 1.827 -3.657 -2.932
F 1.284 -4.278 -1.863
F 2.973 -4.310 -3.251
F 3.117 -2.161 -1.647
F 2.718 -1.712 -3.756
O 0.790 -1.008 -0.874
C 0.000 -1.783 -0.078
C 0.782 -2.331 1.121
F 1.802 -3.107 0.702
F -0.044 -3.092 1.882
F -0.611 -2.774 -0.752
F -0.974 -0.972 0.403
H 1.294 -0.294 -2.666
H 0.084 -1.544 -2.774
H 1.141 -3.714 -3.780
H 1.173 -1.509 1.718
C 1.499 1.428 4.427
C 1.311 1.353 2.905
C 1.147 2.670 2.137
F 0.036 3.318 2.541
F 1.031 2.389 0.827
F 0.294 0.522 2.605
F 2.461 0.795 2.418
O 0.359 1.182 5.229
C -0.501 2.171 5.608
C -1.923 1.912 5.084
F -1.927 1.877 3.742
F -2.722 2.925 5.494
F -0.065 3.394 5.265
F -0.584 2.137 6.963
H 2.167 0.599 4.657
H 2.015 2.344 4.718
H 2.019 3.313 2.288
H -2.299 0.966 5.478
```


Formula: C12H14Be2Br6CaClF9KN2O10PS2
Source: OMol25
Level of theory: ωB97M-V/def2-TZVPD

Output
Energy relative to the best compared isomer or geometry (same formula, charge and spin) = 0.848 eV
HOMO-LUMO gap = 2.10 eV
LUMO energy = -0.3280 Eh
Charge = +2

XYZ file:
```
61
C12H14Be2Br6CaClF9KN2O10PS2 (ωB97M-V/def2-TZVPD)
O 0.276 -2.990 2.314
S 1.219 -1.848 2.371
O 2.369 -2.247 3.080
F 0.621 -0.623 3.174
N 1.541 -1.390 0.823
S 2.241 -2.723 -0.099
C 2.369 -0.142 0.760
C 1.545 1.036 0.128
O 0.240 1.186 0.676
C -0.729 0.697 -0.229
C -2.095 1.415 -0.019
F -1.778 2.711 0.119
F -2.869 1.352 -1.094
C -2.860 1.004 1.283
F -4.089 1.667 1.479
F -2.108 1.359 2.336
C -3.122 -0.535 1.419
F -4.238 -0.669 2.158
F -2.120 -1.141 2.181
C -3.400 -1.291 0.072
F -4.517 -0.949 -0.477
F -3.506 -2.669 0.409
H 2.953 -2.129 -1.202
H 3.238 -0.290 0.108
H 2.674 0.195 1.760
H 2.116 1.945 0.384
H 1.555 0.869 -0.959
H -0.466 0.901 -1.279
H -0.776 -0.396 -0.088
H -2.608 -1.227 -0.690
Ca -1.657 -3.624 1.649
C 3.744 4.912 -0.886
Br 4.409 6.198 0.418
Br 4.256 3.110 -0.431
Br 1.848 5.074 -1.151
H 4.222 5.154 -1.827
O -3.351 -2.468 -3.243
P -4.658 -2.118 -3.940
O -4.648 -2.650 -5.366
O -4.848 -0.607 -3.996
O -5.818 -2.726 -3.156
K 5.283 5.926 2.618
C 3.270 -2.063 -3.951
O 3.691 -1.550 -4.992
O 2.953 -3.408 -4.119
O 3.084 -1.571 -2.803
H 3.202 -3.441 -5.059
Be -4.305 2.791 3.024
Cl -3.857 4.317 1.123
Be -3.439 4.077 4.805
C -5.803 2.869 7.948
Br -5.495 2.424 6.063
Br -7.669 3.136 8.308
Br -5.015 1.558 9.111
H -5.300 3.809 8.131
C 7.160 -3.403 -4.490
C 6.799 -4.288 -5.602
N 6.522 -4.972 -6.458
H 8.242 -3.317 -4.420
H 6.732 -2.415 -4.649
H 6.775 -3.809 -3.556
```